Entry from the OMol25 dataset: 10 unconnected molecules or ions with the total composition C5H30NO10 (wB97M-V/def2-TZVPD).

XYZ file:
```
46
Properties=species:S:1:pos:R:3:forces:R:3
C -0.0769 -0.2681 -2.3971 3.6 3.8 0.6
N -0.4459 -1.5147 -1.9321 -5.6 1.2 3.9
C -1.7672 -1.9182 -2.4963 -0.1 -1.8 -2.3
C -2.0087 -0.9758 -0.0141 -0.3 1.4 -0.1
C -0.6702 -1.5956 -0.4048 0.5 -3.8 1.6
C 0.4717 -1.1179 0.5557 2.0 0.0 -4.6
O 0.2039 -0.1809 1.4163 -0.9 2.1 0.2
H 0.6056 0.3566 -1.6304 -1.6 -1.7 -1.4
H -0.8447 0.4592 -2.7577 -0.1 -1.1 0.3
H 0.5987 -0.4419 -3.2200 0.4 0.2 -0.8
H -2.1857 -2.7354 -1.9232 0.6 -0.7 0.0
H -2.7028 -1.2289 -2.3477 2.4 -0.1 -1.0
H -1.4986 -2.3394 -3.5613 -1.2 1.3 1.7
H -2.8876 -1.5139 -0.1931 -1.1 -1.2 -1.3
H -2.2188 -0.8404 1.0299 1.3 0.1 1.0
H -2.1226 0.0401 -0.4058 0.1 -0.2 -0.2
H -0.7558 -2.8127 -0.1696 0.2 2.9 -0.9
H 0.7990 -1.9414 1.1032 0.9 -2.1 0.3
H 1.3619 -0.8103 -0.1861 -1.1 -0.8 1.2
H -4.5297 1.4645 -3.7880 -1.9 -2.0 2.3
H -4.4845 1.6366 -2.2784 -2.0 -2.5 -1.7
O -4.9932 0.9738 -2.9598 4.1 4.5 -0.5
H -0.6133 0.8756 1.0131 -0.6 1.7 0.3
H -0.7192 2.4803 1.4948 -0.8 -1.5 -1.5
O -1.1531 1.7985 0.8795 0.9 0.0 1.2
H 1.4301 2.3643 2.7675 -0.2 1.5 -0.6
H 1.2580 1.7993 1.4982 -0.4 1.3 -0.6
O 1.2166 2.7283 1.8627 0.8 -2.7 1.4
H 2.9303 4.0457 -0.6909 -2.8 -0.1 -0.7
H 3.9434 3.4092 0.1694 0.3 -1.5 1.5
O 3.8080 4.0911 -0.4406 2.5 1.7 -0.8
H 1.7609 -0.3602 2.1930 -2.8 1.6 -1.3
H 2.4279 -0.7723 3.3539 0.2 -0.3 1.7
O 2.5025 -0.8428 2.4218 3.2 -1.3 0.0
H -1.0404 -4.7074 -1.4612 0.7 -2.1 -1.1
H -0.0850 -4.5729 -2.5960 -0.8 -2.5 0.8
O -0.5677 -5.3448 -2.1071 0.1 4.5 0.3
H 4.4242 0.1177 1.7598 -0.2 0.0 -0.5
H 5.2493 -0.0158 2.9481 0.7 0.7 -1.3
O 5.3260 0.3424 2.0195 -0.5 -0.7 1.8
H -1.8910 2.2417 -0.5028 0.1 2.2 -0.5
H -1.6701 3.7982 -1.1097 -1.0 -2.3 0.2
O -2.1913 2.9360 -1.2021 0.7 0.4 0.0
H -0.1329 -0.8882 2.6904 -0.3 1.2 3.2
H -0.4487 0.2152 3.6879 -0.6 1.7 0.1
O -0.2177 -0.6849 3.7570 0.5 -2.6 -1.9
```
Forces are in eV/Å.

Results
molecular weight = 264.29 g mol⁻¹
frontier orbital gap (spin up / spin down) = 9.2310 / 4.3708 eV
E_HOMO (spin up / spin down) = -9.7 / -9.6 eV
largest force on an atom = 0.134 Eh/bohr
2S+1 = 2

---

Entry from the OMol25 dataset: 14 unconnected molecules or ions with the total composition C53H141N10O18 (wB97M-V/def2-TZVPD).

XYZ file:
```
222
Properties=species:S:1:pos:R:3:forces:R:3
C -0.8542 0.1342 2.7387 0.4 1.0 0.5
C 0.0674 0.3450 1.5261 -0.4 -1.5 0.7
C 0.1380 -1.0635 0.9071 0.4 -1.0 0.0
C 0.6753 -1.0367 -0.4916 1.6 0.3 -0.5
C -0.0724 -0.1016 -1.4236 -0.1 -0.6 1.0
C -0.2603 1.2928 -0.7882 2.0 -0.4 -1.3
N -0.5771 1.2123 0.5962 -2.1 -1.2 -0.5
O -1.0575 2.3987 1.0908 -0.1 1.0 0.8
C -1.3291 1.9658 -1.6339 -0.4 0.8 0.3
C 1.0787 2.0552 -0.9989 0.0 0.4 -0.5
C 1.4436 0.7498 2.0745 0.5 0.2 0.6
H -0.9522 1.0834 3.2738 0.0 -0.2 0.0
H -0.3703 -0.5531 3.4386 -0.2 -0.2 -0.1
H -1.8471 -0.1863 2.4366 0.1 -0.2 0.1
H -0.8029 -1.6271 0.9575 -0.2 0.6 -0.1
H 0.8093 -1.6830 1.5161 0.1 0.3 0.1
H 0.8753 -2.0173 -0.9490 -0.6 -0.1 0.2
H 1.7105 -0.6613 -0.4243 -0.1 0.2 0.1
H -1.0544 -0.5549 -1.6062 0.1 0.2 -0.4
H 0.5507 0.0124 -2.3134 -0.5 0.0 -0.4
H -2.3311 1.5560 -1.4737 0.4 -0.1 0.0
H -1.0630 1.8671 -2.6903 0.0 -0.1 0.0
H -1.4097 3.0386 -1.4243 0.2 -0.5 -0.1
H 1.0501 2.5898 -1.9602 0.1 0.0 0.3
H 1.9670 1.4175 -1.0757 -0.1 -0.2 0.3
H 1.2287 2.7712 -0.1894 -0.1 0.0 -0.1
H 1.9805 -0.1184 2.4820 -0.1 0.0 -0.6
H 1.3788 1.3628 2.9852 -0.2 0.3 -0.4
H 2.0639 1.2637 1.3389 0.1 -0.1 0.1
C 3.9343 -1.9018 0.4081 -0.3 0.3 1.3
C 4.6878 -0.6494 0.0045 0.4 -0.7 -0.9
C 5.4774 -0.0533 1.1628 -0.2 -1.0 0.9
O 6.2476 1.0587 0.8311 0.4 0.0 0.0
C 5.4433 2.1492 0.5344 -1.1 0.9 -1.4
N 5.6254 -0.9724 -1.1237 0.0 0.5 0.5
H 4.5594 -2.6414 0.9254 0.2 -0.1 -0.6
H 3.3682 -2.3085 -0.4234 0.2 -0.3 -0.1
H 3.2018 -1.6489 1.1902 0.0 0.1 -0.3
H 3.9253 0.0268 -0.4055 0.3 0.2 0.2
H 6.1764 -0.8273 1.5076 0.1 0.0 -0.2
H 4.8637 0.1446 2.0616 -0.3 0.2 -0.4
H 4.7094 2.3796 1.3135 0.3 0.2 0.3
H 4.8202 2.0122 -0.3726 0.1 -0.4 0.2
H 6.0304 3.0105 0.2306 0.3 0.1 0.7
H 6.1071 -1.8542 -0.9545 -0.3 0.0 0.2
H 6.3742 -0.2750 -1.0830 -0.3 -0.1 -0.2
C -4.1016 -2.7045 -5.5257 -1.4 0.0 0.4
C -2.8360 -2.4252 -4.7467 0.3 -0.2 -0.3
C -2.7427 -0.9458 -4.3334 0.7 -1.2 1.2
O -2.5808 -0.0508 -5.3937 -0.4 0.0 0.0
C -1.2661 -0.0323 -5.9133 -0.2 0.3 0.2
N -2.7599 -3.3476 -3.5855 -0.1 0.9 -0.7
H -4.3187 -1.9518 -6.2869 0.3 -0.1 -0.1
H -4.9786 -2.6668 -4.8499 0.4 0.3 0.1
H -4.2342 -3.7135 -5.9237 0.7 0.1 -0.2
H -1.9522 -2.5919 -5.3798 -0.2 -0.3 0.1
H -1.8709 -0.8821 -3.6560 0.0 0.1 -0.2
H -3.5840 -0.7219 -3.6625 -0.2 0.3 -0.7
H -0.5225 0.0988 -5.1140 -0.1 0.0 0.0
H -1.2483 0.8415 -6.5617 0.3 -0.1 -0.2
H -1.0112 -0.9436 -6.4616 -0.1 0.1 -0.1
H -1.8513 -3.2112 -3.1456 -0.3 0.0 0.3
H -3.4973 -3.0194 -2.9576 0.4 -0.3 0.3
C -0.5063 -4.0164 5.4740 0.5 -0.2 -0.8
C -1.9695 -4.3789 5.5141 -0.3 -0.2 0.2
C -2.6261 -4.2224 4.1512 0.0 0.3 0.6
O -2.8600 -2.8521 3.9371 0.2 0.1 0.0
C -3.5972 -2.6487 2.7536 0.4 0.3 -0.2
N -2.1062 -5.8091 5.9014 -0.6 0.4 0.9
H -0.0208 -3.9264 6.4445 -0.1 0.0 0.1
H -0.3014 -3.1134 4.8932 -0.3 0.2 0.3
H -0.0028 -4.8058 4.9014 0.0 -0.1 0.2
H -2.5318 -3.7106 6.1800 0.2 0.0 0.1
H -3.5942 -4.7410 4.1619 0.1 -0.3 -0.2
H -1.9485 -4.6271 3.3897 -0.3 -0.2 -0.1
H -3.5491 -1.5973 2.4803 -0.1 0.1 0.2
H -4.6326 -2.9636 2.9007 -0.1 -0.1 -0.2
H -3.1136 -3.1709 1.9190 -0.3 -0.2 0.0
H -1.6784 -5.9350 6.8242 0.2 0.0 -0.4
H -3.0976 -5.9407 6.1371 0.3 -0.2 -0.4
C -0.4235 4.2216 -5.0344 0.5 -0.3 -0.5
C 0.9442 4.0789 -4.3655 -0.7 1.2 0.7
C 1.6589 2.8594 -4.8598 0.1 0.0 -1.4
O 2.9393 2.6846 -4.2923 -0.6 0.1 1.0
C 3.7475 1.7021 -4.8801 0.7 0.4 -0.4
N 1.7030 5.3144 -4.6791 0.2 -0.4 0.4
H -1.0933 3.3944 -4.8070 -0.1 -0.1 0.1
H -0.2581 4.2612 -6.1169 -0.2 0.1 0.0
H -0.8883 5.1550 -4.7271 -0.1 0.0 0.1
H 0.7186 4.0441 -3.2849 0.4 -0.4 -0.2
H 1.8005 3.0254 -5.9450 -0.1 -0.1 0.1
H 1.0190 1.9711 -4.7612 0.2 0.0 0.3
H 4.3084 2.1522 -5.7122 -0.2 -0.2 -0.1
H 3.2105 0.8290 -5.2563 -0.2 0.0 0.2
H 4.4887 1.4140 -4.1371 -0.1 -0.2 0.1
H 1.3038 6.0518 -4.0985 0.0 0.0 -0.3
H 2.6417 5.2116 -4.2935 -0.1 0.0 -0.1
C -1.4496 -4.9011 -0.1456 2.0 -0.1 -0.4
C -0.2877 -5.5367 0.6527 -1.9 -0.3 0.7
C 0.4227 -4.5106 1.5019 -0.6 1.0 -1.2
O 1.4699 -5.0662 2.2215 0.0 -0.3 0.4
C 2.0932 -4.1333 3.0744 0.5 -0.2 0.4
N -0.9591 -6.6042 1.4343 1.4 -0.4 0.6
H -2.2298 -4.5967 0.5421 -0.2 0.2 -0.2
H -1.7791 -5.6468 -0.8639 -0.4 0.0 0.1
H -1.0042 -4.0711 -0.7078 -0.6 0.2 0.1
H 0.4491 -5.9796 -0.0181 -0.1 -0.2 0.0
H -0.2996 -3.9723 2.1380 0.1 -0.2 0.2
H 0.7755 -3.7404 0.7916 0.3 0.0 0.2
H 3.0431 -3.7767 2.6577 -0.2 0.1 -0.2
H 2.3319 -4.6501 4.0071 0.0 0.1 0.0
H 1.4456 -3.2825 3.3030 0.0 0.0 -0.1
H -0.3145 -6.8715 2.1883 -0.3 -0.2 -0.3
H -1.7781 -6.2660 1.9290 0.0 0.3 -0.3
C -7.4561 1.3115 -0.8988 1.2 0.4 -0.2
C -7.6359 1.1038 -2.4032 -0.5 0.0 1.1
C -6.3254 0.7783 -3.0586 1.3 0.3 -0.6
O -5.4958 1.9187 -2.9717 -1.0 0.8 0.5
C -4.2467 1.8177 -3.5601 0.8 -0.6 0.2
N -8.6644 0.0929 -2.6182 -0.1 -0.5 -0.5
H -8.4027 1.5379 -0.4226 -0.1 -0.2 0.2
H -6.7593 2.1489 -0.7565 -0.4 0.1 -0.1
H -6.8853 0.5114 -0.4102 -0.6 -0.4 -0.1
H -8.0139 2.0760 -2.7303 0.1 -0.2 -0.6
H -6.4095 0.5200 -4.1290 -0.3 -0.1 0.1
H -5.8240 -0.0681 -2.5542 -0.2 0.0 0.0
H -4.3044 1.5277 -4.6155 0.1 -0.1 0.1
H -3.6371 1.1057 -2.9799 -0.1 0.0 -0.5
H -3.6951 2.7517 -3.4721 -0.4 0.3 0.0
H -8.4496 -0.7677 -2.1184 0.1 0.2 0.1
H -8.7014 -0.1924 -3.5973 -0.1 0.3 0.1
C 2.7484 -1.1109 5.0558 -0.9 -0.4 0.7
C 3.8814 -0.3294 5.6877 0.3 0.1 -1.3
C 5.2167 -1.0508 5.4862 0.2 0.3 0.3
O 5.1174 -2.2606 6.2008 0.2 -0.2 -0.1
C 6.3114 -2.9853 6.2518 0.9 0.1 0.4
N 3.9034 1.0198 5.1033 0.4 0.0 0.3
H 1.7807 -0.7092 5.3774 0.1 0.3 -0.3
H 2.7072 -2.1370 5.4288 0.4 -0.1 -0.2
H 2.7692 -1.1160 3.9647 0.2 0.0 0.1
H 3.7154 -0.2792 6.7635 0.0 0.2 0.1
H 6.0542 -0.4323 5.8588 -0.2 0.0 0.4
H 5.5069 -1.1927 4.4317 -0.6 -0.3 -0.1
H 7.1054 -2.4562 6.8130 -0.3 0.2 -0.1
H 6.7390 -3.1918 5.2615 -0.3 -0.1 0.0
H 6.1554 -3.9099 6.8067 -0.3 -0.1 -0.3
H 4.8329 1.4220 5.2056 -0.2 0.1 0.1
H 3.7141 1.0085 4.1060 -0.1 -0.2 0.1
C 4.7629 -7.0034 -4.5161 -0.3 -0.2 0.5
C 3.6385 -7.5790 -3.6644 0.2 -1.0 0.0
C 2.3791 -6.7509 -3.5859 -0.2 0.2 -0.4
O 2.6365 -5.5388 -2.9397 0.5 0.4 0.3
C 1.4654 -4.8041 -2.6968 -0.2 -0.2 -0.3
N 3.2476 -8.8859 -4.2364 -0.4 0.6 -0.1
H 4.9370 -5.9636 -4.2473 0.1 0.0 -0.2
H 4.5113 -7.1200 -5.5694 0.0 0.2 -0.1
H 5.6670 -7.5805 -4.3113 0.1 0.1 -0.1
H 3.9955 -7.7371 -2.6337 0.0 0.4 -0.1
H 1.6188 -7.3325 -3.0401 0.0 0.1 0.0
H 1.9843 -6.5160 -4.5850 0.0 -0.4 -0.1
H 0.8284 -5.3828 -2.0198 -0.2 0.3 0.1
H 0.8984 -4.6216 -3.6237 0.1 -0.1 0.0
H 1.7365 -3.8360 -2.2847 0.1 -0.1 0.2
H 4.0433 -9.4694 -4.4389 0.1 -0.1 0.2
H 2.5933 -9.3610 -3.6278 0.2 -0.2 0.0
C -0.5025 5.4255 -0.9747 0.5 0.7 -0.7
C -1.8962 5.7464 -0.4921 -0.9 0.5 -0.6
C -2.9756 5.1255 -1.4043 1.0 -0.8 0.5
O -4.2183 5.6808 -1.0337 0.1 -0.3 -0.1
C -5.3216 4.9624 -1.5254 -0.7 0.0 0.1
N -2.0818 5.3437 0.9114 -0.7 -1.1 -1.0
H 0.2171 6.0884 -0.4879 0.0 -0.3 0.4
H -0.3657 5.6628 -2.0467 -0.3 -0.1 0.2
H -0.2206 4.3793 -0.8491 0.0 0.2 0.4
H -2.0957 6.8248 -0.6077 0.4 0.0 0.3
H -2.9048 4.0414 -1.1876 -0.8 0.4 -0.2
H -2.7349 5.2500 -2.4763 -0.2 0.3 0.1
H -6.1914 5.1751 -0.8937 0.2 0.2 0.0
H -5.2029 3.8775 -1.4830 0.4 0.0 -0.1
H -5.5982 5.2722 -2.5426 0.2 -0.1 -0.1
H -1.7643 4.3546 0.9210 0.3 0.6 0.5
H -3.1002 5.1747 0.9500 0.4 0.5 0.6
C 1.6738 4.2703 2.4642 -0.6 0.3 1.2
C 2.2953 5.5430 2.9805 1.0 0.7 -0.3
O 1.3840 6.6346 2.9486 -0.4 -0.4 0.3
O 0.5599 3.9581 3.2843 0.4 -0.5 -0.3
H 2.4056 3.4626 2.5927 0.3 0.1 -0.6
H 1.3435 4.4437 1.4385 0.1 -0.3 -0.3
H 3.1545 5.8068 2.3390 -0.1 -0.3 0.5
H 2.7477 5.4046 3.9720 -0.5 0.0 0.1
H 1.7969 7.4018 2.5595 0.2 0.1 -0.1
H 0.2183 3.1174 2.9261 -0.5 0.6 0.0
C 3.0691 4.6169 -0.9952 -0.6 -0.3 -0.3
C 3.6210 5.7464 -0.1696 -0.1 -0.4 -0.6
O 4.9775 5.4693 0.1418 0.3 0.3 0.5
O 3.6678 4.5612 -2.2965 -0.1 -0.5 0.5
H 1.9729 4.6462 -1.1009 0.3 0.4 0.1
H 3.2665 3.6973 -0.4234 0.2 0.1 -0.2
H 3.0473 5.7385 0.7553 0.3 0.2 -0.4
H 3.5188 6.7255 -0.6492 -0.1 -0.1 -0.1
H 5.4997 5.4711 -0.6677 -0.3 0.0 -0.1
H 3.3597 3.7172 -2.6904 0.3 0.6 -0.1
C -4.0398 0.2063 0.0366 -0.1 -0.2 0.8
C -4.3412 1.4403 0.8808 -0.2 -0.9 0.3
O -3.7190 2.5543 0.3492 0.4 0.2 0.0
O -2.8150 -0.4075 0.4164 -0.7 -0.1 -0.5
H -4.0376 0.5209 -1.0141 -0.2 -0.3 0.0
H -4.8062 -0.5458 0.2488 -0.1 -0.1 -0.4
H -3.9805 1.1836 1.8909 0.0 0.3 0.1
H -5.4115 1.6279 0.9639 0.0 0.0 -0.1
H -2.7549 2.3607 0.4639 0.4 0.9 0.4
H -2.0979 0.2674 0.4752 0.4 0.2 -0.1
C -2.8965 2.5546 4.6350 -0.6 -0.7 -0.5
C -1.8860 2.3628 5.7376 0.0 -0.1 0.5
O -1.2681 3.5939 6.1074 -0.3 -0.3 0.0
O -2.3746 3.2216 3.5214 -0.1 -0.2 -0.2
H -3.8393 3.0052 4.9684 0.4 0.7 0.2
H -3.2666 1.5598 4.3244 0.3 -0.1 0.2
H -1.1371 1.6342 5.3946 0.0 0.2 0.1
H -2.4039 1.9280 6.6125 0.1 0.0 -0.2
H -0.6310 3.3758 6.7933 0.1 0.2 -0.1
H -2.0582 2.5590 2.8724 0.0 0.7 -0.1
```
Forces are in eV/Å.

Results
molecular weight = 1206.76 g mol⁻¹
frontier orbital gap = 6.0176 eV
E_HOMO = -4.1 eV
net charge = -1
largest force on an atom = 0.048 Eh/bohr

---

Entry from the OMol25 dataset: a molecular structure, Cl2IPS (wB97M-V/def2-TZVPD).

XYZ file:
```
5
Properties=species:S:1:pos:R:3:forces:R:3
P -1.3164 0.3099 0.7681 1.6 -0.6 0.6
S 3.3796 -1.2710 -0.0831 -0.8 0.2 0.1
Cl -1.7862 -1.2552 -0.3644 -0.2 -0.5 -0.3
Cl -2.0161 1.8292 -0.2876 -0.1 0.7 -0.5
I 1.7391 0.3871 -0.0330 -0.5 0.2 0.1
```
Forces are in eV/Å.

Results
molecular weight = 260.85 g mol⁻¹
frontier orbital gap (spin up / spin down) = 4.9452 / 4.9473 eV
E_HOMO (spin up / spin down) = -8.0 / -8.0 eV
largest force on an atom = 0.035 Eh/bohr

---

Entry from the OMol25 dataset: 2 unconnected molecules or ions with the total composition C5H9NO2 (wB97M-V/def2-TZVPD).

XYZ file:
```
17
Properties=species:S:1:pos:R:3:forces:R:3
O -2.6467 0.4012 0.4387 0.5 0.2 0.8
C -1.8276 -0.0251 -0.3809 -1.7 -0.1 -0.7
O -1.9954 -0.4584 -1.5163 0.6 -0.2 -0.6
C -0.3742 0.0059 0.1704 0.3 0.1 1.4
C 0.5503 -0.4578 -0.9739 1.7 0.2 -0.2
C 1.9393 -0.3709 -0.5982 -1.8 -0.6 1.3
C 2.5290 0.7215 0.1548 1.3 -0.3 -0.4
N 2.0725 1.8999 0.1221 -0.1 0.4 -0.4
H -4.3018 -1.0776 1.5511 0.0 0.1 0.0
H -0.1481 0.9817 0.5794 0.0 0.3 -0.4
H -0.3405 -0.6383 1.0550 0.1 -0.3 -0.3
H 0.4451 0.2439 -1.8112 -0.8 0.0 -0.2
H 0.3250 -1.4818 -1.2152 -0.3 -0.1 -0.7
H 2.5105 -1.2911 -0.6598 0.3 0.1 0.1
H 3.4571 0.4356 0.6630 0.0 0.2 0.0
H 2.6970 2.5498 0.5998 -0.2 0.0 0.2
H -4.8915 -1.4383 1.8213 0.0 -0.1 0.0
```
Forces are in eV/Å.

Results
molecular weight = 115.13 g mol⁻¹
frontier orbital gap = 4.7901 eV
E_HOMO = -8.6 eV
largest force on an atom = 0.045 Eh/bohr

---

Repeat the third record exactly.
Entry from the OMol25 dataset: a molecular structure, Cl2IPS (wB97M-V/def2-TZVPD).

XYZ file:
```
5
Properties=species:S:1:pos:R:3:forces:R:3
P -1.3164 0.3099 0.7681 1.6 -0.6 0.6
S 3.3796 -1.2710 -0.0831 -0.8 0.2 0.1
Cl -1.7862 -1.2552 -0.3644 -0.2 -0.5 -0.3
Cl -2.0161 1.8292 -0.2876 -0.1 0.7 -0.5
I 1.7391 0.3871 -0.0330 -0.5 0.2 0.1
```
Forces are in eV/Å.

Results
molecular weight = 260.85 g mol⁻¹
frontier orbital gap (spin up / spin down) = 4.9452 / 4.9473 eV
E_HOMO (spin up / spin down) = -8.0 / -8.0 eV
largest force on an atom = 0.035 Eh/bohr